1.
C35H84N10O5P2 | ωB97M-V with the def2-TZVPD basis set

```
! wB97M-V def2-TZVPD RIJCOSX def2/J DEFGRID3
* xyz 0 1
C -3.775 6.870 0.268
C -4.980 5.742 0.273
C -4.877 4.962 -1.193
C -4.115 3.526 -0.913
C -4.115 2.703 -2.350
C -2.713 3.127 -3.116
C -1.433 2.221 -2.595
C -0.125 2.732 -3.463
C 1.177 1.765 -3.226
C 2.497 2.750 -3.142
C 3.846 1.801 -2.864
O 4.941 2.445 -3.605
C 6.246 1.753 -3.334
N 7.207 2.580 -2.514
C 6.534 3.692 -1.743
C 6.465 5.107 -2.632
C 6.252 6.441 -1.695
C 6.824 1.366 -4.856
N 5.538 1.133 -5.679
C 7.653 2.644 -5.455
C 7.439 2.942 -7.051
O 6.317 3.347 -7.650
N 8.690 2.791 -7.939
C 9.616 3.981 -7.609
C 8.320 3.060 -9.413
N 7.558 0.047 -4.871
C 8.332 -0.202 -6.142
C 8.508 -0.132 -3.713
C 10.047 0.414 -3.599
O 8.048 -0.856 -2.655
H -3.557 7.271 1.348
H -4.000 7.724 -0.503
H -2.803 6.302 -0.107
H -6.032 6.234 0.425
H -4.740 4.930 1.106
H -5.931 4.799 -1.687
H -4.250 5.663 -1.923
H -4.592 2.902 -0.030
H -2.973 3.786 -0.694
H -4.204 1.536 -2.178
H -5.059 3.095 -2.946
H -2.491 4.241 -2.794
H -2.846 3.100 -4.301
H -1.293 2.374 -1.431
H -1.589 1.052 -2.759
H -0.401 2.653 -4.618
H 0.064 3.867 -3.246
H 1.309 1.060 -4.170
H 1.150 1.150 -2.227
H 2.635 3.282 -4.187
H 2.408 3.601 -2.337
H 4.049 1.672 -1.708
H 3.633 0.766 -3.406
H 5.980 0.785 -2.701
H 7.789 1.987 -1.866
H 7.266 3.954 -0.837
H 5.510 3.411 -1.250
H 7.473 5.201 -3.261
H 5.597 5.040 -3.420
H 6.944 6.351 -0.746
H 5.128 6.521 -1.378
H 6.537 7.419 -2.293
H 5.018 0.357 -5.168
H 5.762 0.756 -6.625
H 7.426 3.676 -4.898
H 8.809 2.437 -5.268
H 9.170 5.012 -8.009
H 10.696 3.825 -8.091
H 9.799 4.114 -6.460
H 7.615 2.233 -9.858
H 9.371 3.074 -9.980
H 7.889 4.162 -9.566
H 9.232 0.521 -6.335
H 8.804 -1.294 -6.050
H 7.656 -0.238 -7.113
H 10.544 0.733 -4.609
H 10.691 -0.493 -3.166
H 10.127 1.263 -2.764
O -4.334 0.143 0.212
P -4.476 -0.633 1.545
N -2.787 -0.681 1.814
C -1.854 -1.215 0.835
C -2.273 0.613 2.280
N -5.090 -2.046 0.815
C -4.331 -3.237 0.487
C -6.116 -1.836 -0.211
N -4.639 -1.524 3.077
C -3.617 -2.208 3.848
C -5.990 -1.855 3.513
H -0.832 -1.199 1.231
H -1.866 -0.656 -0.104
H -2.038 -2.262 0.618
H -2.887 0.993 3.104
H -2.281 1.360 1.480
H -1.252 0.522 2.666
H -3.741 -3.105 -0.424
H -5.003 -4.089 0.326
H -3.675 -3.545 1.299
H -5.666 -1.598 -1.182
H -6.782 -1.014 0.071
H -6.746 -2.723 -0.331
H -3.141 -3.015 3.287
H -4.024 -2.658 4.762
H -2.844 -1.513 4.193
H -6.235 -2.896 3.280
H -6.727 -1.213 3.020
H -6.109 -1.696 4.590
O -5.801 -4.859 6.431
P -5.943 -5.634 7.764
N -4.254 -5.683 8.033
C -3.320 -6.217 7.054
C -3.740 -4.389 8.500
N -6.556 -7.047 7.034
C -5.798 -8.238 6.707
C -7.582 -6.838 6.008
N -6.106 -6.526 9.296
C -5.083 -7.210 10.067
C -7.456 -6.856 9.732
H -2.298 -6.201 7.450
H -3.332 -5.658 6.116
H -3.504 -7.264 6.837
H -4.354 -4.008 9.323
H -3.747 -3.641 7.699
H -2.719 -4.480 8.886
H -5.207 -8.106 5.796
H -6.470 -9.091 6.546
H -5.141 -8.547 7.519
H -7.133 -6.599 5.037
H -8.248 -6.016 6.290
H -8.213 -7.725 5.888
H -4.608 -8.017 9.507
H -5.490 -7.660 10.981
H -4.311 -6.515 10.413
H -7.702 -7.898 9.500
H -8.194 -6.215 9.239
H -7.576 -6.697 10.809
*
```

Properties
- maximum force (eV/A) = 8.4
- E_LUMO (eV) = -1.17
- energy (hartree) = -2989.7383
- orbital gap (eV) = 6.60

Mulliken atomic charge list, values in e, 6 entries:
1. C -0.940
2. C -0.342
3. C -0.579
4. C -0.187
5. C -0.225
6. C -0.768


2.
C16H14BF5N6OZn | ωB97M-V with the def2-TZVPD basis set

```
! wB97M-V def2-TZVPD RIJCOSX def2/J DEFGRID3
* xyz 2 1
C -1.703 -0.934 1.774
N -1.419 -0.479 0.534
N -2.075 -1.281 -0.384
C -2.703 -2.280 0.277
C -2.507 -2.083 1.648
B -1.882 -0.955 -1.914
N -2.092 0.572 -2.188
N -1.426 1.532 -1.456
C -1.797 2.740 -1.950
C -2.632 2.531 -3.061
C -2.762 1.152 -3.201
Zn 0.080 0.659 -0.320
N -0.408 -1.263 -2.335
N 0.623 -0.546 -1.768
C 1.785 -1.055 -2.245
C 1.478 -2.097 -3.139
C 0.090 -2.192 -3.167
H 2.771 -0.700 -1.958
H -0.594 -2.850 -3.681
H 2.167 -2.728 -3.673
H -2.641 -1.614 -2.567
H -3.216 0.518 -3.956
H -3.214 -3.085 -0.255
H -3.069 3.266 -3.712
H -2.854 -2.710 2.443
H -1.480 3.688 -1.530
H -1.372 -0.454 2.705
H 1.519 2.155 -1.171
C 1.632 3.138 -0.671
H 1.447 3.914 -1.420
H 0.879 3.255 0.141
H 2.614 3.210 -0.197
F 2.657 -0.560 6.178
C 2.381 -0.398 4.876
C 2.444 -1.498 4.020
F 2.752 -2.718 4.506
C 2.159 -1.347 2.680
F 2.170 -2.411 1.849
C 1.769 -0.083 2.132
O 1.490 0.024 0.889
C 1.707 1.004 3.052
F 1.244 2.200 2.598
C 2.027 0.857 4.383
F 1.962 1.906 5.232
*
```

Properties
- maximum force (eV/A) = 3.9
- E_LUMO (spin up / spin down) (eV) = -12.24 / -12.18
- energy (hartree) = -3324.7227
- orbital gap (spin up / spin down) (eV) = 2.37 / 2.64

Mulliken atomic charge list, values in e, 6 entries:
1. C -0.198
2. N -0.066
3. N 0.293
4. C -0.077
5. C -0.937
6. B 0.089


3.
C7H10BrN4 | ωB97M-V with the def2-TZVPD basis set

```
! wB97M-V def2-TZVPD RIJCOSX def2/J DEFGRID3
* xyz 1 1
C 0.456 0.537 0.311
C 0.522 -0.005 1.598
C -1.404 -0.487 0.734
C -1.510 0.754 -1.245
C -1.862 -0.868 -2.437
C 1.382 1.287 -0.442
C 1.524 0.083 2.622
N -0.668 -0.706 1.838
N -0.857 0.283 -0.176
N 2.643 1.528 -0.035
N -1.842 -2.108 -2.134
Br -3.084 -1.232 0.655
H -0.971 1.426 -1.862
H -2.689 -0.626 -3.012
H 1.104 1.567 -1.572
H 1.672 1.029 3.191
H 1.073 -0.657 3.292
H 2.478 -0.431 2.471
H 2.793 1.499 0.912
H 3.022 2.372 -0.513
H -1.294 -2.591 -1.426
H -2.488 -2.655 -2.771
*
```

Properties
- maximum force (eV/A) = 5.7
- relative energy (zero: lowest compared OMol25 entry of this formula, charge and spin) (kcal/mol) = 77.0
- E_LUMO (spin up / spin down) (eV) = -4.86 / -4.86
- energy (hartree) = -3065.3437
- orbital gap (spin up / spin down) (eV) = 6.29 / 6.29

Mulliken atomic charge list, values in e, 6 entries:
1. C 0.165
2. C 1.158
3. C 0.012
4. C -0.552
5. C -0.129
6. C -0.322


4.
C24H72F2K3NO36P8S2 | ωB97M-V with the def2-TZVPD basis set

```
! wB97M-V def2-TZVPD RIJCOSX def2/J DEFGRID3
* xyz 2 1
K 7.287 0.531 -2.111
K 4.491 3.087 0.422
K 2.722 -5.814 -3.726
N 3.832 -0.648 -0.803
S 2.416 -0.930 -1.737
O 1.143 -0.932 -1.042
O 2.581 -1.684 -2.976
F 2.319 0.578 -2.331
S 3.621 -1.873 -0.011
O 3.803 -3.151 -0.693
O 2.767 -1.772 1.161
F 5.094 -1.725 0.577
C -3.722 -5.863 -2.193
O -3.089 -6.025 -0.899
P -1.707 -5.214 -0.438
O -0.653 -4.976 -1.478
O -2.209 -3.911 0.353
C -3.024 -4.175 1.468
O -1.180 -6.153 0.811
C -0.043 -5.881 1.606
H -4.758 -5.576 -2.011
H -3.695 -6.782 -2.779
H -3.416 -4.990 -2.770
H -2.475 -4.201 2.409
H -3.572 -5.106 1.324
H -3.767 -3.397 1.646
H 0.816 -5.846 0.936
H 0.237 -6.590 2.385
H -0.122 -4.904 2.084
C -5.063 4.513 2.399
O -3.960 3.914 1.661
P -3.035 4.931 0.801
O -3.506 6.359 0.838
O -1.543 4.571 1.323
C -0.894 3.368 0.812
O -3.031 4.356 -0.752
C -2.480 5.209 -1.667
H -4.940 5.558 2.684
H -4.975 4.158 3.426
H -6.067 4.161 2.165
H -1.440 2.774 0.078
H -0.538 2.794 1.668
H -0.058 3.719 0.208
H -2.197 6.160 -1.216
H -3.083 5.455 -2.542
H -1.505 4.807 -1.941
C -6.830 2.207 -2.613
O -7.247 0.921 -2.887
P -6.608 0.058 -4.151
O -7.105 0.356 -5.540
O -5.023 0.239 -3.977
C -4.454 -0.277 -2.799
O -6.785 -1.543 -3.737
C -8.000 -2.266 -4.106
H -7.647 2.875 -2.341
H -6.285 2.576 -3.482
H -6.105 2.302 -1.805
H -4.508 0.417 -1.961
H -3.372 -0.354 -2.909
H -4.819 -1.268 -2.530
H -7.731 -3.132 -4.710
H -8.779 -1.654 -4.560
H -8.614 -2.630 -3.282
C 3.536 2.499 -6.731
O 4.333 3.662 -6.631
P 4.371 4.606 -5.299
O 4.998 3.835 -4.178
O 5.203 5.939 -5.769
C 5.574 6.878 -4.770
O 2.810 5.129 -5.004
C 2.319 6.251 -5.648
H 3.397 2.423 -7.809
H 2.601 2.688 -6.203
H 4.121 1.688 -6.297
H 5.121 6.729 -3.790
H 5.312 7.857 -5.170
H 6.633 6.844 -4.515
H 1.608 6.830 -5.058
H 1.761 5.835 -6.487
H 3.054 6.913 -6.106
C 9.288 -5.395 5.117
O 8.148 -5.753 5.813
P 6.659 -5.353 5.217
O 6.518 -3.909 4.801
O 6.458 -6.381 3.889
C 6.747 -5.884 2.540
O 5.656 -5.928 6.291
C 4.266 -5.718 6.151
H 9.714 -6.138 4.444
H 9.962 -5.327 5.970
H 9.303 -4.429 4.612
H 7.633 -6.356 2.115
H 6.913 -4.847 2.247
H 5.914 -6.383 2.043
H 3.776 -5.440 7.085
H 3.759 -6.574 5.705
H 4.186 -4.913 5.421
C 0.694 3.949 5.933
O 1.895 3.798 6.648
P 3.252 3.091 6.089
O 3.704 3.531 4.686
O 2.781 1.557 6.188
C 3.723 0.498 5.929
O 4.348 3.301 7.364
C 5.695 3.051 6.998
H 0.387 2.977 5.547
H 0.620 4.643 5.095
H -0.093 4.422 6.520
H 4.550 0.320 6.616
H 4.126 0.587 4.920
H 3.203 -0.460 5.913
H 6.103 2.573 7.888
H 6.308 3.934 6.817
H 5.708 2.288 6.220
C -1.648 -0.564 4.946
O -3.022 -0.455 4.861
P -3.898 -0.029 6.128
O -3.658 -1.044 7.179
O -5.481 0.135 5.668
C -6.170 -0.870 4.908
O -3.539 1.451 6.506
C -3.590 1.802 7.853
H -1.261 0.391 5.302
H -1.190 -0.694 3.966
H -1.212 -1.284 5.639
H -7.215 -0.617 4.732
H -6.244 -1.885 5.297
H -5.543 -0.953 4.020
H -4.020 1.050 8.514
H -4.058 2.777 7.994
H -2.610 2.162 8.167
C -1.082 -2.419 -6.505
O -2.131 -1.906 -7.371
P -2.010 -0.399 -7.942
O -3.158 0.140 -8.732
O -1.554 0.539 -6.692
C -1.826 1.903 -6.748
O -0.633 -0.404 -8.856
C -0.479 -1.231 -9.958
H -0.976 -3.503 -6.539
H -1.243 -2.156 -5.459
H -0.053 -2.188 -6.779
H -2.483 2.383 -6.024
H -2.269 2.253 -7.681
H -0.860 2.405 -6.788
H -1.241 -1.916 -10.329
H 0.325 -1.859 -9.573
H -0.095 -0.674 -10.814
*
```

Properties
- maximum force (eV/A) = 10.3
- relative energy (zero: lowest compared OMol25 entry of this formula, charge and spin) (kcal/mol) = 0.0
- E_LUMO (eV) = -6.49
- energy (hartree) = -9247.7786
- orbital gap (eV) = 6.19

Mulliken atomic charge list, values in e, 6 entries:
1. K 0.964
2. K 0.967
3. K 0.981
4. N -0.173
5. S 1.008
6. O -0.456


5.
C2H5N2O2 | ωB97M-V with the def2-TZVPD basis set

```
! wB97M-V def2-TZVPD RIJCOSX def2/J DEFGRID3
* xyz 1 1
C -0.021 -1.144 0.068
C 0.434 1.202 -0.010
N -0.718 -0.026 0.092
N 1.267 -0.950 0.052
O 1.507 0.413 -0.188
O -1.982 0.039 -0.444
H -0.516 -2.046 0.012
H 0.050 1.836 -0.967
H 0.620 1.814 0.894
H 2.039 -1.561 0.259
H -2.679 0.423 0.232
*
```

Properties
- maximum force (eV/A) = 4.3
- relative energy (zero: lowest compared OMol25 entry of this formula, charge and spin) (kcal/mol) = 91.5
- E_LUMO (eV) = -4.29
- energy (hartree) = -338.7615
- orbital gap (eV) = 10.43

Mulliken atomic charge list, values in e, 6 entries:
1. C -0.152
2. C -0.127
3. N 0.141
4. N 0.067
5. O -0.225
6. O -0.370


6.
C16H48N4O8 | ωB97M-V with the def2-TZVPD basis set

```
! wB97M-V def2-TZVPD RIJCOSX def2/J DEFGRID3
* xyz 0 1
C -2.999 1.354 -3.094
O -3.569 0.588 -4.114
H -3.315 1.086 -2.116
H -3.203 2.385 -3.197
H -1.977 1.220 -3.227
H -4.085 -0.122 -3.708
C 3.805 1.400 2.296
O 3.779 2.620 1.569
H 3.101 0.682 1.927
H 3.588 1.605 3.366
H 4.786 0.980 2.261
H 2.855 2.676 1.264
C 1.301 -0.521 4.987
O 1.419 -0.158 6.318
N 0.191 -0.862 4.404
N 2.262 -0.691 4.174
H -0.735 -0.881 4.924
H 0.260 -0.828 3.383
H 3.139 -0.424 4.615
H 2.313 -1.122 3.280
C 1.700 -1.687 1.025
O 1.457 -0.828 -0.057
N 2.846 -1.793 1.551
N 0.810 -2.024 1.814
H 3.565 -1.397 0.924
H 3.113 -2.434 2.293
H -0.078 -1.788 1.452
H 0.762 -2.619 2.648
C 1.229 2.871 -4.788
C 1.638 2.158 -3.473
C 0.981 0.753 -3.368
O 2.863 2.031 -3.293
H 0.243 2.756 -5.060
H 1.898 2.400 -5.475
H 1.319 3.982 -4.674
H 1.356 2.806 -2.623
H 1.391 0.129 -4.121
H -0.060 0.635 -3.690
H 1.231 0.300 -2.386
H 3.102 2.577 -2.522
C -2.672 -0.762 3.194
C -2.822 -1.456 1.830
C -3.192 -0.438 0.727
O -1.835 -2.130 1.514
H -3.671 -0.486 3.440
H -2.056 0.107 3.149
H -2.301 -1.439 3.907
H -3.626 -2.182 2.038
H -4.123 0.080 0.902
H -3.301 -0.880 -0.267
H -2.436 0.302 0.730
H -1.779 -2.812 2.100
C -0.843 1.938 -0.298
C 0.260 2.203 0.686
C 0.115 1.456 2.006
O 1.372 1.936 0.275
H -0.736 0.861 -0.409
H -0.614 2.386 -1.258
H -1.778 2.207 0.086
H 0.235 3.302 0.865
H -0.106 0.444 1.960
H -0.663 1.838 2.681
H 0.941 1.506 2.653
H 1.332 0.952 0.070
C -1.641 -1.398 -2.468
C -0.509 -2.359 -2.608
C -0.399 -3.342 -1.455
O -0.560 -3.060 -3.648
H -1.804 -0.980 -3.499
H -1.378 -0.615 -1.730
H -2.541 -1.898 -2.186
H 0.469 -1.858 -2.622
H 0.315 -4.088 -1.622
H -1.305 -3.867 -1.317
H -0.030 -2.870 -0.566
H -0.596 -2.412 -4.351
*
```

Properties
- maximum force (eV/A) = 12.4
- relative energy (zero: lowest compared OMol25 entry of this formula, charge and spin) (kcal/mol) = 65.2
- E_LUMO (eV) = -0.31
- energy (hartree) = -1459.0605
- orbital gap (eV) = 9.17

Mulliken atomic charge list, values in e, 6 entries:
1. C -0.134
2. O -0.610
3. H 0.191
4. H 0.470
5. H -0.212
6. H 0.348


What did the fifth record say?
C2H5N2O2 | ωB97M-V with the def2-TZVPD basis set

```
! wB97M-V def2-TZVPD RIJCOSX def2/J DEFGRID3
* xyz 1 1
C -0.021 -1.144 0.068
C 0.434 1.202 -0.010
N -0.718 -0.026 0.092
N 1.267 -0.950 0.052
O 1.507 0.413 -0.188
O -1.982 0.039 -0.444
H -0.516 -2.046 0.012
H 0.050 1.836 -0.967
H 0.620 1.814 0.894
H 2.039 -1.561 0.259
H -2.679 0.423 0.232
*
```

Properties
- maximum force (eV/A) = 4.3
- relative energy (zero: lowest compared OMol25 entry of this formula, charge and spin) (kcal/mol) = 91.5
- E_LUMO (eV) = -4.29
- energy (hartree) = -338.7615
- orbital gap (eV) = 10.43

Mulliken atomic charge list, values in e, 6 entries:
1. C -0.152
2. C -0.127
3. N 0.141
4. N 0.067
5. O -0.225
6. O -0.370


Question: Which of these has the highest maximum force?
Answer: C16H48N4O8


Question: energy of number 2 (C16H14BF5N6OZn)?
Answer: -3324.7227 hartree